[1]
This record from the OMol25 dataset describes a cluster of 5 separate species, C2H16N2O4 in total in a non-equilibrium geometry. The level of theory is wB97M-V/def2-TZVPD.

Structure (XYZ):
```
24
Properties=species:S:1:pos:R:3:mulliken_charge:R:1
C -1.266 1.502 0.441 -0.982
N -0.244 0.691 -0.110 -0.013
C -0.580 -0.735 -0.219 -0.625
N -0.334 -1.432 1.012 -0.467
H -1.419 1.448 1.528 0.307
H -1.128 2.573 0.306 0.375
H -2.287 1.348 0.019 0.205
H 0.195 1.044 -0.945 0.234
H -0.098 -1.260 -1.040 0.484
H -1.672 -0.771 -0.368 0.134
H 0.520 -1.355 1.560 0.200
H -1.117 -1.467 1.653 0.231
H 2.149 2.657 1.996 0.305
H 1.625 1.347 1.176 0.331
O 2.255 2.087 1.210 -0.684
H 5.542 1.023 1.469 0.303
H 3.999 0.770 1.130 0.322
O 4.689 0.724 1.815 -0.633
H -3.852 -0.003 -1.941 0.318
H -3.290 0.805 -3.263 0.312
O -3.267 0.009 -2.726 -0.636
H 0.532 -3.973 -1.174 0.319
H -0.955 -3.573 -1.745 0.318
O 0.004 -3.459 -1.785 -0.654
```

HOMO-LUMO gap	0.34541	hartree
energy above the lowest of the compared OMol25 structures with the same formula, charge and spin	2.110	eV
highest occupied orbital energy	-8.77	eV
SMILES	CNCN.O.O.O.O
LUMO energy	0.62	eV
molecular weight	132.2	g/mol

[2]
This record from the OMol25 dataset describes a structure of composition C62H72AsF6N10O6 in a non-equilibrium geometry. The level of theory is wB97M-V/def2-TZVPD.

Structure (XYZ):
```
157
Properties=species:S:1:pos:R:3:mulliken_charge:R:1
C -1.328 -9.476 -2.294 -0.903
N -1.654 -8.026 -2.293 0.055
C -0.725 -7.129 -2.664 -0.539
C -0.930 -5.765 -2.502 -0.466
C -2.195 -5.334 -2.133 -0.367
C -3.201 -6.270 -1.912 -0.632
C -2.867 -7.607 -1.874 -0.313
C -2.515 -3.855 -2.169 1.424
C -2.492 -3.080 -0.993 -0.872
C -3.089 -1.826 -0.944 -0.651
N -3.430 -1.253 -2.111 0.186
C -3.454 -1.957 -3.248 -0.254
C -3.041 -3.265 -3.311 -0.578
C -3.718 0.205 -2.143 -0.600
H -1.373 -9.791 -3.332 0.341
H -1.991 -10.014 -1.622 0.338
H -0.347 -9.631 -1.849 0.381
H 0.257 -7.501 -2.925 0.475
H -0.064 -5.101 -2.680 0.809
H -4.214 -5.943 -1.725 0.535
H -3.500 -8.425 -1.562 0.438
H -2.176 -3.548 -0.070 0.511
H -3.059 -1.241 -0.033 0.836
H -3.605 -1.371 -4.146 0.419
H -3.101 -3.817 -4.238 0.565
H -4.774 0.296 -2.383 0.398
H -3.073 0.603 -2.923 0.213
H -3.362 0.678 -1.232 0.152
C -3.992 -1.935 5.119 -0.899
N -4.528 -0.620 4.679 0.228
C -3.796 0.203 3.921 -0.797
C -4.369 1.369 3.414 -0.541
C -5.691 1.696 3.709 0.944
C -6.320 0.857 4.619 -0.398
C -5.778 -0.317 5.110 -0.644
C -6.359 2.900 3.129 0.702
C -7.110 3.760 3.931 -0.689
C -7.628 4.925 3.403 -0.672
N -7.378 5.228 2.109 0.056
C -6.867 4.321 1.279 -0.306
C -6.287 3.148 1.772 -0.725
C -7.904 6.537 1.597 -0.874
H -3.339 -1.725 5.966 0.375
H -3.326 -2.423 4.406 0.322
H -4.795 -2.636 5.316 0.339
H -2.888 -0.184 3.457 0.500
H -3.704 1.920 2.759 0.740
H -7.315 1.093 4.985 0.628
H -6.290 -0.989 5.781 0.475
H -7.421 3.544 4.945 0.514
H -8.235 5.607 3.982 0.507
H -6.769 4.572 0.232 0.433
H -5.845 2.486 1.042 0.690
H -7.203 7.334 1.839 0.343
H -8.856 6.798 2.053 0.405
H -8.051 6.419 0.528 0.348
C -6.197 5.168 7.717 -0.985
N -5.058 4.747 6.848 0.105
C -4.502 5.650 6.017 -0.537
C -3.465 5.267 5.188 -0.615
C -2.954 3.967 5.286 1.125
C -3.580 3.079 6.148 -0.572
C -4.607 3.490 6.976 -0.543
C -1.714 3.539 4.571 0.878
C -0.906 2.543 5.130 -0.862
C 0.139 1.979 4.439 -0.407
N 0.346 2.345 3.147 0.310
C -0.452 3.237 2.570 -0.208
C -1.522 3.838 3.242 -0.978
C 1.435 1.721 2.380 -0.980
H -5.713 5.558 8.616 0.427
H -6.885 4.362 7.942 0.380
H -6.687 6.024 7.261 0.364
H -4.897 6.654 6.085 0.520
H -2.955 5.960 4.532 0.665
H -3.204 2.066 6.131 0.427
H -5.101 2.791 7.636 0.470
H -0.951 2.302 6.185 0.688
H 0.845 1.268 4.839 0.527
H -0.332 3.417 1.508 0.390
H -2.174 4.467 2.652 0.503
H 1.615 0.684 2.655 0.491
H 2.328 2.271 2.679 0.420
H 1.201 1.733 1.319 -0.083
C -0.250 1.238 -3.629 0.038
N 0.268 1.122 -5.024 0.407
C -0.470 0.630 -6.028 -0.132
C 0.079 0.520 -7.290 -0.736
C 1.324 1.062 -7.593 0.954
C 2.040 1.611 -6.524 -0.906
C 1.493 1.610 -5.256 -0.073
C 1.881 1.080 -8.964 0.772
C 2.628 2.154 -9.447 -0.697
C 3.092 2.202 -10.742 -0.338
N 2.860 1.136 -11.540 0.049
C 2.156 0.074 -11.127 -0.124
C 1.698 -0.002 -9.831 -0.774
C 3.252 1.229 -12.965 -0.931
H 0.616 1.111 -2.994 0.196
H -0.993 0.464 -3.481 -0.919
H -0.746 2.200 -3.523 0.457
H -1.400 0.176 -5.729 0.271
H -0.467 0.068 -8.108 0.527
H 3.055 1.954 -6.668 0.548
H 2.121 1.923 -4.429 0.340
H 2.878 2.958 -8.766 0.503
H 3.451 3.100 -11.224 0.454
H 1.898 -0.694 -11.841 0.392
H 1.196 -0.883 -9.456 0.516
H 4.323 1.091 -13.055 0.342
H 2.822 2.094 -13.471 0.414
H 2.698 0.459 -13.506 0.322
C 12.667 -4.385 5.056 -0.942
N 11.414 -3.846 4.476 0.048
C 10.260 -4.470 4.747 -0.181
C 9.106 -4.056 4.107 -0.728
C 9.110 -2.974 3.224 0.652
C 10.371 -2.492 2.869 -0.614
C 11.502 -2.862 3.566 -0.250
C 7.882 -2.400 2.617 0.769
C 6.834 -3.219 2.160 -0.788
C 5.761 -2.671 1.486 -0.169
N 5.657 -1.336 1.327 0.168
C 6.652 -0.530 1.750 -0.056
C 7.699 -1.030 2.487 -0.833
C 4.390 -0.753 0.789 -0.959
H 13.281 -3.565 5.426 0.399
H 13.208 -5.040 4.378 0.356
H 12.461 -4.961 5.958 0.340
H 10.223 -5.189 5.552 0.396
H 8.174 -4.537 4.377 0.450
H 10.537 -1.738 2.109 0.544
H 12.474 -2.420 3.401 0.478
H 6.886 -4.297 2.226 0.462
H 4.965 -3.291 1.099 0.483
H 6.442 0.514 1.553 0.473
H 8.488 -0.363 2.815 0.566
H 4.372 -1.114 -0.239 0.434
H 4.367 0.329 0.860 0.072
H 3.567 -1.217 1.329 0.396
As 3.056 2.683 -1.492 2.118
F 2.361 3.645 -0.204 -0.456
F 1.651 2.880 -2.532 -0.501
F 3.855 1.696 -2.707 -0.519
F 4.542 2.474 -0.578 -0.505
F 2.309 1.245 -0.819 -0.552
F 3.671 4.144 -2.170 -0.475
O -0.337 -1.474 -2.275 0.132
C 0.172 -2.344 -3.223 0.460
O 0.210 -1.945 -4.390 -0.642
O 0.459 -3.479 -2.757 -0.811
H -0.275 -2.073 -1.515 0.022
O 0.655 -0.543 0.587 -0.463
C -0.570 0.106 0.500 0.457
O -1.422 -0.171 1.408 -0.813
O -0.626 0.992 -0.364 -0.543
H 1.048 -0.185 -0.234 0.422
```

HOMO-LUMO gap	0.16697	hartree
net charge	+7
highest occupied orbital energy	-19.04	eV
LUMO energy	-14.50	eV
molecular weight	1242.2	g/mol

[3]
This record from the OMol25 dataset describes a structure of composition C31H25BrF4N2OPS4V. The level of theory is wB97M-V/def2-TZVPD.

Structure (XYZ):
```
70
Properties=species:S:1:pos:R:3:mulliken_charge:R:1
V -0.393 -0.779 -0.282 0.827
C -1.751 0.772 5.769 -1.174
C -2.523 1.098 4.500 -0.587
N -1.641 1.400 3.354 0.507
C -1.352 2.814 3.071 -0.032
C -0.096 3.333 3.754 -1.363
C -1.097 0.414 2.656 0.276
S 0.092 0.804 1.442 -0.246
N -1.434 -0.835 3.031 -0.019
C -1.351 -1.884 2.275 0.098
O -1.129 -1.849 0.986 -0.294
C -1.567 -3.220 2.848 0.549
C -1.469 -4.350 2.037 -0.420
C -1.653 -5.607 2.587 -0.816
C -1.936 -5.738 3.940 -0.389
C -2.038 -4.613 4.749 -0.709
C -1.855 -3.355 4.207 -0.270
H -2.453 0.527 6.565 0.386
H -1.149 1.617 6.101 0.325
H -1.096 -0.082 5.610 0.260
H -3.152 1.976 4.643 0.472
H -3.165 0.266 4.222 0.368
H -2.227 3.379 3.392 0.465
H -1.260 2.926 1.990 -0.413
H -0.181 3.287 4.839 0.369
H 0.065 4.375 3.475 0.456
H 0.779 2.760 3.447 0.268
H -1.245 -4.241 0.985 0.387
H -1.572 -6.486 1.962 0.425
H -2.078 -6.722 4.367 0.407
H -2.259 -4.721 5.802 0.421
H -1.931 -2.470 4.823 0.405
F -1.220 6.688 0.488 -0.307
C -1.224 5.461 0.000 0.580
C -2.417 4.857 -0.346 0.461
F -3.561 5.508 -0.205 -0.303
C -2.403 3.568 -0.854 0.053
F -3.579 3.051 -1.219 -0.432
C -1.225 2.845 -0.997 0.533
P -1.221 1.127 -1.594 0.409
C -2.747 0.332 -1.027 0.636
C -3.327 -0.691 -1.788 -0.881
C -4.358 -1.447 -1.258 -0.882
C -4.817 -1.198 0.030 -0.665
C -4.262 -0.174 0.784 -0.715
C -3.230 0.588 0.262 -0.341
C -1.186 1.222 -3.384 0.832
C -0.006 0.898 -4.048 -0.525
C 0.056 1.017 -5.428 -0.802
C -1.056 1.451 -6.134 -0.526
C -2.233 1.775 -5.470 -0.784
C -2.302 1.667 -4.091 -0.190
C -0.023 3.499 -0.699 -0.021
Br 1.641 2.701 -1.031 -0.026
C -0.028 4.784 -0.193 0.380
F 1.101 5.408 0.112 -0.351
H -2.971 -0.886 -2.792 0.614
H -4.804 -2.234 -1.851 0.475
H -5.619 -1.797 0.440 0.458
H -4.637 0.037 1.777 0.453
H -2.815 1.403 0.841 0.246
H 0.857 0.551 -3.492 0.278
H 0.969 0.764 -5.949 0.463
H -1.008 1.537 -7.212 0.419
H -3.097 2.111 -6.027 0.432
H -3.219 1.919 -3.572 0.444
S 2.395 -2.601 -3.132 -0.109
C 1.356 -1.954 -2.097 0.275
S -0.405 -1.973 -2.224 -0.301
S 1.768 -1.041 -0.636 -0.219
```

HOMO-LUMO gap (spin up / spin down)	0.24523 / 0.26870	hartree
energy above the lowest of the compared OMol25 structures with the same formula, charge and spin	0.000	eV
net charge	+1
highest occupied orbital energy (spin up / spin down)	-11.08 / -11.09	eV
multiplicity	2
LUMO energy (spin up / spin down)	-4.41 / -3.78	eV
molecular weight	807.6	g/mol

[4]
This record from the OMol25 dataset describes the ion C3H6O3P with charge -1 in a non-equilibrium geometry. The level of theory is wB97M-V/def2-TZVPD.

Structure (XYZ):
```
13
Properties=species:S:1:pos:R:3:mulliken_charge:R:1
C 0.108 0.089 -0.139 0.478
C 0.796 -1.282 -0.076 -1.244
C 0.832 1.320 0.017 -1.124
O -2.411 1.292 -0.373 -0.721
O -2.336 -1.331 -0.395 -0.736
O -0.988 0.111 1.469 -0.416
P -1.691 0.017 -0.058 0.910
H 0.048 -2.120 -0.131 0.319
H 1.519 -1.475 0.706 0.279
H 1.326 -1.518 -1.031 0.297
H 0.080 1.987 -0.331 0.367
H 1.676 1.384 -0.682 0.306
H 1.042 1.527 1.025 0.284
```

HOMO-LUMO gap (spin up / spin down)	0.22555 / 0.25606	hartree
energy above the lowest of the compared OMol25 structures with the same formula, charge and spin	0.283	eV
net charge	-1
highest occupied orbital energy (spin up / spin down)	-1.98 / -5.09	eV
multiplicity	3
LUMO energy (spin up / spin down)	4.15 / 1.88	eV
molecular weight	121.1	g/mol

Q: Which of these has the lowest molecular weight?
A: C3H6O3P